{"formula": "C36H60N6Pb", "method": "the ωB97M-V functional and the def2-TZVPD basis", "symbols": ["Pb", "C", "C", "N", "C", "C", "N", "C", "C", "C", "N", "C", "C", "N", "C", "H", "H", "H", "H", "H", "H", "H", "H", "H", "H", "H", "H", "H", "H", "H", "H", "H", "H", "H", "H", "H", "H", "H", "H", "C", "C", "C", "C", "C", "C", "C", "C", "C", "C", "C", "C", "N", "C", "C", "N", "C", "C", "C", "C", "C", "C", "C", "C", "C", "C", "C", "C", "H", "H", "H", "H", "H", "H", "H", "H", "H", "H", "H", "H", "H", "H", "H", "H", "H", "H", "H", "H", "H", "H", "H", "H", "H", "H", "H", "H", "H", "H", "H", "H", "H", "H", "H", "H"], "positions_angstrom": [[-0.82, 1.62, -0.02], [-0.81, -0.44, -3.25], [0.18, 0.70, -2.98], [0.77, 0.71, -1.63], [2.01, 1.51, -1.60], [1.75, 3.01, -1.64], [0.88, 3.42, -0.52], [0.43, 4.82, -0.54], [-0.71, 5.23, -1.51], [-1.35, 4.19, -2.42], [-2.10, 3.12, -1.75], [-2.86, 2.34, -2.74], [-3.44, 1.05, -2.14], [-2.44, 0.26, -1.39], [-1.78, -0.83, -2.13], [-0.26, -1.35, -3.49], [-1.38, -0.16, -4.14], [-0.30, 1.66, -3.13], [0.97, 0.61, -3.73], [0.99, -0.26, -1.34], [2.66, 1.26, -2.44], [2.54, 1.27, -0.68], [1.26, 3.28, -2.58], [2.71, 3.54, -1.61], [1.45, 3.34, 0.32], [1.30, 5.47, -0.74], [0.10, 5.05, 0.47], [-0.32, 6.00, -2.18], [-1.50, 5.70, -0.92], [-0.61, 3.73, -3.07], [-2.04, 4.75, -3.08], [-2.78, 3.57, -1.13], [-2.19, 2.09, -3.56], [-3.69, 2.92, -3.15], [-3.88, 0.47, -2.96], [-4.25, 1.31, -1.45], [-2.96, -0.21, -0.64], [-2.53, -1.50, -2.56], [-1.23, -1.41, -1.38], [2.94, 0.36, 4.49], [2.30, 1.38, 3.53], [2.75, 1.11, 2.10], [0.81, 1.54, 3.79], [0.53, 2.38, 4.86], [-0.77, 2.69, 5.22], [-1.81, 2.08, 4.55], [-1.59, 1.20, 3.49], [-2.84, 0.51, 2.98], [-3.64, 1.43, 2.05], [-2.67, -0.87, 2.35], [-0.26, 0.97, 3.08], [-0.04, 0.15, 1.94], [0.58, -0.96, 2.10], [0.85, -1.99, 1.14], [0.95, -1.89, -0.14], [1.06, -3.04, -0.91], [0.06, -4.05, -0.82], [0.07, -5.09, -1.74], [1.05, -5.18, -2.72], [2.07, -4.25, -2.73], [2.11, -3.20, -1.83], [3.39, -2.38, -1.86], [3.37, -1.41, -3.05], [3.76, -1.69, -0.55], [-1.03, -4.05, 0.23], [-2.41, -4.38, -0.33], [-0.66, -5.08, 1.31], [4.02, 0.39, 4.38], [2.61, -0.66, 4.27], [2.69, 0.59, 5.52], [2.74, 2.35, 3.80], [2.68, 0.06, 1.83], [3.79, 1.41, 1.99], [2.14, 1.70, 1.40], [1.34, 2.81, 5.42], [-0.96, 3.37, 6.03], [-2.83, 2.27, 4.86], [-3.46, 0.35, 3.87], [-3.11, 1.60, 1.10], [-3.82, 2.39, 2.51], [-4.61, 0.98, 1.82], [-2.15, -0.84, 1.39], [-3.66, -1.30, 2.18], [-2.14, -1.54, 3.02], [0.87, -1.24, 3.12], [1.04, -2.95, 1.63], [-0.68, -5.86, -1.68], [1.04, -5.98, -3.43], [2.89, -4.36, -3.43], [4.19, -3.11, -2.05], [4.26, -0.79, -3.04], [2.49, -0.78, -3.02], [3.36, -1.96, -3.99], [3.15, -0.81, -0.36], [4.80, -1.38, -0.60], [3.66, -2.38, 0.28], [-1.09, -3.06, 0.71], [-2.49, -5.43, -0.58], [-2.63, -3.80, -1.22], [-3.17, -4.17, 0.43], [-0.63, -6.08, 0.88], [-1.40, -5.07, 2.11], [0.31, -4.89, 1.74]], "gap_ha": 0.2682, "total_charge": 2, "e_homo_ha": -0.4929, "lumo_energy_ev": -6.112}